1.
The following is a DFT calculation (ωB97M-V/def2-TZVPD) of a cluster of 2 separate species, C8H19NO in total.

The value obtained for the energy above the lowest of the compared OMol25 structures with the same formula, charge and spin is 284.55 kJ/mol. As for the SMILES: CCN(C)C(C)=O.CCC. As for the HOMO-LUMO gap: 9.9 eV. As for the spin multiplicity: 1.

```
29
C8H19NO (ωB97M-V/def2-TZVPD)
C 2.23600 -0.44588 0.14526
C 3.32404 -1.20890 -0.51707
C 0.03617 -0.42031 1.24604
C 0.87500 -1.58739 -2.29523
C 0.14499 -1.47097 -0.93103
O -0.77326 -2.17310 -0.64317
N 0.78017 -0.54404 -0.04153
H 2.42682 -0.56479 1.21804
H 2.48418 0.65662 0.14592
H 3.95365 -1.73133 0.21591
H 4.18320 -0.69875 -0.99580
H -0.98824 -0.14402 1.10122
H 0.18256 -1.64319 -3.11722
H 3.13672 -1.99164 -1.26984
H -0.02373 -1.13842 2.10088
H 0.75508 0.31748 1.62889
H 1.78754 -1.00789 -2.33922
H 1.26586 -2.62734 -2.24930
C -1.97107 2.75730 0.47804
C -3.12568 1.72800 0.55874
C -1.35584 2.89915 1.85047
H -1.30307 2.29727 -0.24366
H -2.41890 3.62966 0.00409
H -3.96408 1.95574 1.18728
H -0.88695 1.91072 2.05345
H -0.50888 3.56754 1.88448
H -2.77556 0.71678 0.71267
H -3.57282 1.63185 -0.43696
H -2.07363 2.90241 2.67100
```

These are the natural (NBO) partial charges, in e, on atoms 1 to 6: -0.241 -0.664 -0.421 -0.727 0.713 -0.585

***

2.
The following is a DFT calculation (ωB97M-V/def2-TZVPD) of the ion C7H12N3O2 with charge +1.

The value obtained for the energy above the lowest of the compared OMol25 structures with the same formula, charge and spin is 327.38 kJ/mol. As for the SMILES: C/C(O)=N/N1CC[N+](=C=O)CC1. Its net charge is +1. As for the HOMO-LUMO gap: 7.3 eV. As for the spin multiplicity: 1.

```
24
C7H12N3O2 (ωB97M-V/def2-TZVPD)
C -2.78574 -1.10984 0.20375
C 1.89228 -1.01172 0.13178
C -1.96433 0.98154 0.96744
C -1.85867 0.37604 -1.42932
C -0.34786 0.83735 1.10824
C -0.47390 1.06535 -1.28517
C 2.42608 -2.41421 0.00330
N 0.80639 -0.69907 -0.48320
N -2.28259 -0.00930 -0.08858
N 0.22679 0.53505 -0.13029
O -3.40096 -2.07946 0.31609
O 2.41750 -0.12035 1.04774
H -2.56767 0.70952 1.81071
H -2.23761 2.00753 0.63848
H -2.67044 1.00219 -1.85217
H -1.73436 -0.47523 -2.06496
H -0.18870 1.76972 1.65692
H -0.08661 -0.05114 1.85055
H 0.06664 1.00892 -2.21164
H -0.44128 2.07362 -0.78697
H 2.58694 -2.76873 1.09731
H 3.40258 -2.37275 -0.39503
H 1.72625 -3.00107 -0.53114
H 1.85948 0.74738 0.87396
```

These are the natural (NBO) partial charges, in e, on atoms 1 to 6: 1.005 0.583 -0.231 -0.234 -0.249 -0.222

***

3.
The following is a DFT calculation (ωB97M-V/def2-TZVPD) of an isolated molecule of CH6N4OS.

The value obtained for the energy above the lowest of the compared OMol25 structures with the same formula, charge and spin is 192.25 kJ/mol. As for the SMILES: NN/C(=N/O)NS. As for the HOMO-LUMO gap: 8.8 eV. As for the spin multiplicity: 1.

```
13
CH6N4OS (ωB97M-V/def2-TZVPD)
C -0.00807 0.25344 -0.00744
H 2.77623 -0.21200 0.58493
H 2.29629 0.43272 -0.99580
H 0.52146 -1.48947 -0.32616
H -0.79212 -1.03897 1.35921
H -2.26996 -1.81091 -0.73249
H -1.63678 1.87151 0.40869
N 2.31723 -0.43308 -0.32064
N 0.95417 -0.70864 0.04668
N -1.10163 -0.28837 0.65166
N 0.20365 1.46040 -0.34890
O -0.78777 2.35369 0.02510
S -2.47269 -0.39032 -0.34484
```

These are the natural (NBO) partial charges, in e, on atoms 1 to 6: 0.442 0.363 0.376 0.356 0.426 0.108

***

4.
The following is a DFT calculation (ωB97M-V/def2-TZVPD) of a cluster of 3 separate species, C15H33O9P2S in total.

Its net charge is +1. As for the HOMO-LUMO gap: 7.7 eV. As for the spin multiplicity: 1.

```
60
C15H33O9P2S (ωB97M-V/def2-TZVPD)
C 1.72307 5.81014 4.44291
O 1.79857 4.67546 5.34943
C 1.93426 3.42189 4.66158
P 0.52192 3.10138 3.39991
C -1.19313 3.48741 4.07860
C -1.88750 2.28676 4.88929
C -3.43982 2.65497 5.21162
C -4.32419 2.87799 3.89039
O -5.03456 4.16848 3.90355
C -4.15875 5.20511 3.47315
O -3.70954 5.29255 2.29734
P 0.75844 1.11052 2.53477
S 1.72351 1.38019 0.83218
H 2.52259 6.57335 4.77445
H 1.94982 5.57278 3.35185
H 0.69276 6.29882 4.59670
H 2.89634 3.49115 4.02722
H 2.07358 2.52269 5.36567
H 0.76071 4.05404 2.33415
H -1.10101 4.37501 4.81267
H -1.85140 3.78196 3.19439
H -1.84205 1.27193 4.37226
H -1.37485 2.24783 5.92493
H -3.94291 1.80970 5.80954
H -3.52574 3.58652 5.88730
H -3.74215 2.81128 2.90843
H -5.15714 2.08156 3.83370
H -3.78325 5.98181 4.21744
H 1.62844 0.25390 3.32019
H -0.47067 0.45528 2.19539
C -0.52056 -1.51474 -4.76150
C 0.73883 -1.23346 -5.55668
O 1.37756 -0.03542 -5.09583
C 2.08172 -0.15238 -3.95791
O 2.22975 -1.16348 -3.30886
O 2.57479 1.05791 -3.64775
C 3.26597 1.09582 -2.40224
H -1.18549 -0.64722 -4.77385
H -1.05284 -2.37409 -5.17358
H -0.28928 -1.72433 -3.71386
H 0.47731 -1.06812 -6.60421
H 1.43297 -2.07783 -5.52765
H 4.04175 0.32897 -2.35425
H 2.55609 0.97670 -1.57995
H 3.74207 2.07304 -2.31174
C 2.60348 -5.60268 -3.18377
C 1.30020 -4.84438 -3.35076
O 0.51762 -5.39891 -4.41585
C -0.14006 -6.53256 -4.12286
O -0.13470 -7.10216 -3.05765
O -0.78514 -6.93767 -5.22825
C -1.44941 -8.19189 -5.08258
H 3.14552 -5.64702 -4.13185
H 3.23606 -5.12050 -2.43600
H 2.42601 -6.63427 -2.86966
H 1.51617 -3.80860 -3.62476
H 0.72546 -4.81804 -2.42078
H -2.11331 -8.19163 -4.21582
H -0.71346 -8.99495 -5.00342
H -2.05043 -8.35858 -5.97714
```

These are the natural (NBO) partial charges, in e, on atoms 1 to 6: -0.304 -0.514 -0.312 0.820 -0.736 -0.422

***

5.
The following is a DFT calculation (ωB97M-V/def2-TZVPD) of a cluster of 6 separate species, C19H50BO18S5 in total.

Its net charge is -1. As for the HOMO-LUMO gap: 5.5 eV. As for the spin multiplicity: 1.

```
93
C19H50BO18S5 (ωB97M-V/def2-TZVPD)
C 1.74917 -0.62938 -0.04619
O 1.19807 0.31417 0.82856
C -0.11217 -0.08946 1.24872
C -1.19291 0.21521 0.19822
C -2.20637 1.29703 0.61516
O -3.44099 0.68328 0.77105
B -3.29236 -0.78308 0.52600
O -1.91840 -0.94663 -0.07945
H 1.88087 -1.58875 0.45614
H 2.71516 -0.29171 -0.40015
H 1.13181 -0.80369 -0.92534
H -0.33865 0.48697 2.13700
H -0.12172 -1.14434 1.48432
H -0.68973 0.60119 -0.68852
H -2.26079 2.02369 -0.19822
H -1.89165 1.82516 1.52061
H -3.27069 -1.35790 1.65073
H -4.20593 -1.18205 -0.19225
O 0.56650 0.85202 6.17302
S 1.51983 0.22478 5.30116
O 1.04947 -0.69196 4.32304
O 2.61606 -0.46553 6.23874
C 2.03223 -1.45871 7.12182
C 1.83032 -2.78725 6.41279
C 2.54052 1.43628 4.54296
H 1.10232 -1.04899 7.51944
H 2.71762 -1.58976 7.95728
H 1.13704 -2.70746 5.58229
H 1.43302 -3.53173 7.10338
H 2.78064 -3.15107 6.02062
H 2.89766 2.12510 5.30309
H 1.91984 1.95074 3.81271
H 3.36169 0.93141 4.04299
O 3.43633 2.08949 -4.52214
S 2.18666 2.58307 -4.02344
O 1.50394 1.90527 -2.97246
O 1.19212 2.78850 -5.25087
C 0.94750 1.64625 -6.09877
C 0.04103 0.61550 -5.45391
C 2.36130 4.27825 -3.58419
H 1.90122 1.20904 -6.40055
H 0.47763 2.05778 -6.99011
H 0.51172 0.15245 -4.58910
H -0.19742 -0.16926 -6.17230
H -0.88440 1.07748 -5.11308
H 2.85517 4.81227 -4.39130
H 2.96672 4.30762 -2.68180
H 1.37694 4.69232 -3.38697
O -1.10504 -3.41377 5.07609
S -2.20525 -2.70232 5.64714
O -2.36556 -2.64851 7.07062
O -3.54474 -3.25284 4.98345
C -3.79332 -4.67485 5.01300
C -4.27697 -5.15597 6.36663
C -2.26765 -1.07573 4.98833
H -2.90362 -5.21460 4.68401
H -4.56626 -4.83915 4.26458
H -3.50375 -5.05228 7.12638
H -4.55766 -6.20761 6.30509
H -5.13937 -4.57471 6.69284
H -2.17321 -1.13082 3.90610
H -1.42759 -0.52907 5.41380
H -3.20771 -0.61777 5.28317
O 5.82469 8.28114 -5.47362
S 4.61239 8.28852 -6.23126
O 3.45596 7.59863 -5.75186
O 4.92800 7.81073 -7.71454
C 5.57911 6.53003 -7.88342
C 4.63773 5.37017 -7.63351
C 4.16521 9.94306 -6.62679
H 6.46058 6.47881 -7.24279
H 5.92385 6.52526 -8.91505
H 4.32720 5.33108 -6.59173
H 5.12551 4.42606 -7.87436
H 3.73862 5.47057 -8.24067
H 5.03594 10.45910 -7.01948
H 3.83045 10.40547 -5.70155
H 3.35712 9.92175 -7.35191
O -2.23898 -5.84959 1.16963
S -3.53989 -5.28965 0.96999
O -4.68370 -5.92198 1.56811
O -3.78887 -5.13900 -0.59582
C -3.59721 -6.30145 -1.41717
C -4.71905 -7.31425 -1.28445
C -3.53176 -3.57778 1.35480
H -2.62674 -6.74733 -1.19290
H -3.55381 -5.91812 -2.43419
H -4.74647 -7.74977 -0.28719
H -4.57851 -8.12041 -2.00601
H -5.68398 -6.84053 -1.46409
H -2.67636 -3.10286 0.86705
H -3.44579 -3.49841 2.43672
H -4.46744 -3.14281 1.01606
```

These are the Mulliken partial charges, in e, on atoms 1 to 6: -0.762 -0.465 -0.452 0.697 -0.554 -0.615

***

6.
The following is a DFT calculation (ωB97M-V/def2-TZVPD) of an isolated molecule of C5H7NO.

The value obtained for the energy above the lowest of the compared OMol25 structures with the same formula, charge and spin is 231.99 kJ/mol. As for the SMILES: Cn1cccc1O. As for the HOMO-LUMO gap: 8.5 eV. As for the spin multiplicity: 1.

```
14
C5H7NO (ωB97M-V/def2-TZVPD)
C 1.17879 -1.25366 -0.76542
N 0.31010 -0.20753 -0.27742
C -0.19421 0.84015 -1.04773
C -0.88434 1.64426 -0.22302
C -0.99166 1.05597 1.08549
C -0.17392 -0.09168 0.97403
O 0.22461 -1.03103 1.86367
H 0.71646 -2.23112 -0.60623
H 2.13661 -1.21930 -0.24557
H 1.34106 -1.10453 -1.83588
H 0.01843 0.90657 -2.09884
H -1.46453 2.52634 -0.45307
H -2.05197 0.97012 0.91203
H -0.16542 -0.80455 2.71798
```

These are the natural (NBO) partial charges, in e, on atoms 1 to 6: -0.404 -0.348 -0.118 -0.221 -0.578 0.509

***

7.
The following is a DFT calculation (ωB97M-V/def2-TZVPD) of a structure of composition C5H7NO.

The value obtained for the energy above the lowest of the compared OMol25 structures with the same formula, charge and spin is 759.97 kJ/mol. As for the HOMO-LUMO gap (alpha / beta): 7.6 / 7.8 eV. As for the spin multiplicity: 1.

```
14
C5H7NO (ωB97M-V/def2-TZVPD)
C -0.95543 -0.97707 -0.01914
C -0.87924 0.40101 -0.70010
O -1.04559 1.48469 0.20425
C 0.29986 1.45256 0.86047
C 0.38286 0.28875 1.69293
N 0.35502 -0.60249 0.64415
C 0.61735 0.39530 -0.33833
H -1.74514 -1.20415 0.69617
H -0.79518 -1.80138 -0.71775
H -1.32663 0.59069 -1.67672
H 0.65051 2.45876 1.07175
H 1.96991 -1.53803 -2.46373
H 0.67341 0.05936 2.71208
H 1.79830 -1.00800 -1.96604
```

These are the natural (NBO) partial charges, in e, on atoms 1 to 6: -0.230 0.005 -0.468 -0.025 -0.048 -0.340

***

8.
The following is a DFT calculation (ωB97M-V/def2-TZVPD) of a cluster of 16 separate species, C24H70BrIN3O18 in total.

Its net charge is +1. As for the HOMO-LUMO gap: 7.2 eV. As for the spin multiplicity: 1.

```
117
C24H70BrIN3O18 (ωB97M-V/def2-TZVPD)
C 0.04758 3.67973 2.52532
C 1.18043 2.73245 2.90381
C 2.01444 2.16769 1.76506
I 2.52169 3.65444 0.31734
N 1.22722 1.05691 1.12767
N 0.48524 1.38005 0.08616
C -0.21986 0.43522 -0.48291
C -0.22716 -0.88955 -0.06307
C 0.53763 -1.18572 1.02644
O 0.57314 -2.39582 1.61282
N 1.23767 -3.60197 0.88748
O 2.26506 -3.35468 0.49221
C 1.28819 -0.16730 1.64327
C 2.10428 -0.54952 2.83698
C 1.32087 -1.20841 3.96414
O 1.84904 -1.92727 4.74748
Br -0.55701 -0.80546 4.07227
H 0.35159 4.71295 2.62860
H -0.33948 3.50963 1.52409
H -0.78221 3.51613 3.20767
H 0.74792 1.88348 3.43742
H 1.83845 3.23484 3.60785
H 2.97294 1.77895 2.07246
H -0.83811 0.72345 -1.31871
H -0.83244 -1.62377 -0.57200
H 2.67646 0.25510 3.28511
H 2.81093 -1.30983 2.51188
C 5.28905 4.61452 -3.32433
O 5.48152 3.67725 -2.26845
H 6.25508 4.75807 -3.80081
H 4.58383 4.23893 -4.07113
H 4.93462 5.57558 -2.94436
H 4.63557 3.53911 -1.83571
C -3.36202 0.17870 -3.39282
O -2.96366 -0.59953 -2.26076
H -2.47244 0.41787 -3.97226
H -4.05611 -0.38304 -4.01726
H -3.83353 1.10722 -3.06236
H -3.76912 -0.79712 -1.76702
C -0.48593 -4.91455 5.02188
O 0.69628 -4.59554 4.28436
H -0.68435 -5.97237 4.87341
H -0.34797 -4.72709 6.08863
H -1.34794 -4.34445 4.66392
H 0.89627 -3.66018 4.40365
C 2.19487 7.54073 -0.70945
O 2.63463 6.44735 -1.51105
H 2.67092 7.44015 0.26298
H 2.48763 8.49687 -1.14716
H 1.10987 7.52686 -0.57548
H 2.21113 6.52306 -2.37449
C -4.38976 1.07192 -6.88868
O -5.27966 0.20008 -6.19536
H -3.75348 1.55285 -6.14699
H -3.76030 0.51163 -7.58570
H -4.92671 1.84211 -7.43876
H -5.83795 -0.22187 -6.85686
C -0.22005 -6.93752 1.55776
O -1.02647 -6.25112 2.51387
H -0.79138 -7.78425 1.18630
H 0.01995 -6.28106 0.71538
H 0.70042 -7.29028 2.02063
H -0.51197 -5.50435 2.84127
C 3.83573 -6.54360 3.67898
O 2.67503 -6.22579 2.90580
H 4.24245 -7.46818 3.28385
H 4.59629 -5.76519 3.60000
H 3.57955 -6.68998 4.73018
H 2.30419 -5.40990 3.26061
C -0.68218 5.66855 -2.18654
O 0.01420 6.09032 -3.35745
H 0.08338 5.36580 -1.47819
H -1.26646 6.48497 -1.75541
H -1.33735 4.81839 -2.39310
H -0.62956 6.37100 -4.01284
C 5.67958 -2.17012 4.18019
O 5.59403 -1.32488 3.02847
H 5.46567 -1.55152 5.04746
H 4.95052 -2.98363 4.13912
H 6.67947 -2.59284 4.28689
H 5.79741 -1.86419 2.25908
C 1.42600 6.39986 5.51679
O 1.74407 5.76843 4.27405
H 0.34272 6.45509 5.57780
H 1.79931 5.82250 6.36522
H 1.83392 7.41083 5.56330
H 2.70206 5.72214 4.20793
C -2.09997 3.74873 -8.12936
O -3.46320 3.59827 -8.50695
H -1.89630 3.00439 -7.36318
H -1.42644 3.57557 -8.97218
H -1.90354 4.74190 -7.71610
H -3.65598 4.24954 -9.18654
C -4.77824 -1.27946 2.70995
O -3.67647 -0.45091 2.33871
H -5.66423 -0.84635 2.25484
H -4.65531 -2.29977 2.33995
H -4.91575 -1.30136 3.79324
H -2.87934 -0.81405 2.73021
C -6.78598 0.40942 -2.79803
O -6.25001 -0.35913 -1.71586
H -5.95067 0.69323 -3.42525
H -7.48469 -0.17264 -3.40113
H -7.28220 1.31596 -2.44348
H -6.97491 -0.62654 -1.14611
C -6.33076 -2.79660 -8.69878
O -6.58250 -1.39769 -8.57812
H -5.70751 -3.08259 -7.85593
H -7.25798 -3.37221 -8.66365
H -5.79967 -3.02636 -9.62481
H -7.13326 -1.12428 -9.31576
C 6.63349 -7.78396 6.11783
O 6.57379 -7.34186 4.76367
H 6.44184 -6.91752 6.74539
H 5.87558 -8.54345 6.32552
H 7.61839 -8.18570 6.36568
H 6.74639 -8.10092 4.20043
```

These are the Mulliken partial charges, in e, on atoms 1 to 6: -1.412 0.399 -1.548 0.213 1.079 -0.918